Entry 1:
Below is C9H23N4O8PRuS as an isolated structure in a non-equilibrium geometry, with properties calculated with wB97M-V/def2-TZVPD.

Geometry as ORCA input:
```
! RIJCOSX wB97M-V def2-TZVPD def2/J DEFGRID3
* xyz 0 5
Ru -2.16222 0.31397 -1.37347
N -1.38034 2.44698 -1.33738
N -2.21711 3.57140 -1.33290
C -3.55563 3.33182 -1.28291
N -4.31374 4.44133 -1.16461
S -4.22794 1.79852 -1.34670
H -0.70198 2.45172 -0.56403
H -0.70429 2.47844 -2.11110
H -1.87798 4.43424 -0.93470
H -3.96638 5.31758 -1.52221
H -5.30801 4.30171 -1.23407
O -3.04032 -2.74488 -0.88674
N -4.08262 -2.10072 -1.15630
O -5.15937 -2.63646 -1.19329
O -4.00189 -0.84171 -1.39274
O -1.67244 -1.44033 -1.44172
C 3.15116 0.10890 -0.56587
C 2.39365 1.09717 0.30819
C 3.25011 1.45953 1.51475
C 2.07659 2.37235 -0.46403
O 1.19514 0.53219 0.87735
P 0.06414 -0.29782 0.08126
O -1.17074 -0.32148 0.92110
O -0.03479 0.29311 -1.34557
O 0.75317 -1.72513 -0.02673
C 0.75249 -2.73296 1.01482
C 1.12238 -2.16564 2.37743
C -0.58419 -3.44881 1.06569
C 1.82505 -3.72379 0.58025
H 4.09616 0.54431 -0.89200
H 2.58054 -0.16719 -1.45348
H 3.36141 -0.80744 -0.01572
H 4.19196 1.91254 1.20693
H 3.46665 0.57058 2.10789
H 2.72058 2.15751 2.16507
H 2.99044 2.90783 -0.71933
H 1.44238 3.03101 0.13705
H 1.55120 2.15116 -1.39418
H 0.36862 -1.46530 2.73880
H 2.07308 -1.63149 2.33247
H 1.21212 -2.97226 3.10459
H -1.37293 -2.79964 1.44182
H -0.52075 -4.32111 1.71826
H -0.87895 -3.77345 0.07033
H 2.79806 -3.23280 0.50581
H 1.59332 -4.12779 -0.40587
H 1.90419 -4.54775 1.28781
*
```

Properties
* LUMO energy (spin up / spin down): -0.30 / -1.22 eV
* E_HOMO (spin up / spin down): -8.01 / -8.94 eV
* ⟨S²⟩: 6.017
* frontier orbital gap (spin up / spin down): 7.710 / 7.717 eV

In the natural (NBO) picture, each atom carries the following charge in e:
1 Ru 1.2174
2 N -0.6505
3 N -0.4495
4 C 0.2824
5 N -0.7798
6 S -0.0720
7 H 0.4114
8 H 0.4046
9 H 0.3915
10 H 0.3962
11 H 0.4219
12 O -0.3093
13 N 0.7292
14 O -0.3809
15 O -0.5480
16 O -0.4068
17 C -0.6441
18 C 0.2704
19 C -0.6130
20 C -0.6373
21 O -0.8419
22 P 2.5753
23 O -1.1140
24 O -1.0847
25 O -0.8450
26 C 0.2772
27 C -0.6443
28 C -0.6389
29 C -0.6123
30 H 0.2119
31 H 0.2318
32 H 0.2227
33 H 0.2072
34 H 0.2182
35 H 0.2131
36 H 0.2199
37 H 0.1961
38 H 0.2144
39 H 0.2332
40 H 0.2065
41 H 0.2151
42 H 0.2388
43 H 0.2045
44 H 0.2309
45 H 0.2029
46 H 0.2189
47 H 0.2091

Entry 2:
Below is one molecule with the formula C4H6N2O, with properties calculated with wB97M-V/def2-TZVPD.

Geometry as ORCA input:
```
! RIJCOSX wB97M-V def2-TZVPD def2/J DEFGRID3
* xyz 0 1
C 2.05623 -0.32231 0.15534
C 0.60858 -0.08029 -0.10325
N -0.10939 -0.58193 -1.02232
C -1.43460 0.00192 -0.80712
C -1.35420 1.08747 0.25977
O -2.20512 -0.86714 0.04694
N -0.11942 0.85567 0.69809
H 2.43529 -1.04612 -0.56646
H 2.22017 -0.70340 1.16932
H 2.61820 0.61391 0.05523
H -1.94152 0.16608 -1.76289
H -3.00651 -0.36641 0.27053
H 0.24566 1.24055 1.55794
*
```

Properties
* LUMO energy: 0.58 eV
* E_HOMO: -9.04 eV
* frontier orbital gap: 9.618 eV

In the natural (NBO) picture, each atom carries the following charge in e:
1 C -0.6756
2 C 0.4304
3 N -0.4319
4 C 0.0875
5 C 0.0978
6 O -0.6810
7 N -0.6250
8 H 0.2524
9 H 0.2336
10 H 0.2334
11 H 0.1835
12 H 0.4862
13 H 0.4088

Entry 3:
Below is C7H20BiN5O5PS as an isolated structure in a non-equilibrium geometry, with properties calculated with wB97M-V/def2-TZVPD.

Geometry as ORCA input:
```
! RIJCOSX wB97M-V def2-TZVPD def2/J DEFGRID3
* xyz 1 1
Bi 2.02306 0.77792 -1.06262
N 4.63673 0.24800 -0.31705
N 4.82699 0.16948 1.05541
C 3.81525 0.33620 1.93285
N 4.12848 0.34461 3.22321
N 2.59636 0.51066 1.43889
N 1.52748 0.72738 2.28262
O 0.61058 1.35207 1.80384
O 1.57168 0.33307 3.44000
H 4.97930 -0.59316 -0.76662
H 5.08500 1.07118 -0.70710
H 5.76587 0.12046 1.41706
H 5.08138 0.29395 3.54008
H 3.38377 0.36370 3.90158
S 2.32934 3.03759 -0.94586
C -4.15329 1.64402 0.08123
C -2.74122 1.64768 -0.45437
O -2.26741 0.27538 -0.51016
P -0.71159 -0.04930 -0.70430
O -0.71583 -0.98980 -2.02722
C -0.82290 -0.44009 -3.35019
C -2.06657 -0.96720 -4.03460
O -0.36240 -1.18040 0.35222
C -1.27853 -2.22592 0.77064
C -1.97301 -1.84632 2.06109
H -4.54320 2.66100 0.08273
H -4.17553 1.25701 1.09913
H -4.79450 1.02643 -0.54646
H -2.07649 2.22971 0.18676
H -2.71112 2.06861 -1.46129
H 0.07166 -0.75265 -3.89351
H -0.84080 0.65593 -3.30781
H -2.04704 -2.05595 -4.04198
H -2.10706 -0.60675 -5.06193
H -2.95869 -0.63712 -3.50317
H -0.65329 -3.10551 0.91345
H -1.99862 -2.41995 -0.02382
H -1.24251 -1.62132 2.83808
H -2.58455 -2.68668 2.38912
H -2.60676 -0.97393 1.91007
*
```

Properties
* LUMO energy: -3.91 eV
* E_HOMO: -11.56 eV
* frontier orbital gap: 7.656 eV

In the natural (NBO) picture, each atom carries the following charge in e:
1 Bi 1.1763
2 N -0.6476
3 N -0.4202
4 C 0.6382
5 N -0.7611
6 N -0.5186
7 N 0.6403
8 O -0.3544
9 O -0.4119
10 H 0.3898
11 H 0.3982
12 H 0.3968
13 H 0.4133
14 H 0.4546
15 S -0.6961
16 C -0.6266
17 C -0.0615
18 O -0.8280
19 P 1.7600
20 O -0.8379
21 C -0.0692
22 C -0.6267
23 O -0.8413
24 C -0.0623
25 C -0.6327
26 H 0.2311
27 H 0.2188
28 H 0.2215
29 H 0.1935
30 H 0.1824
31 H 0.1864
32 H 0.1717
33 H 0.2240
34 H 0.2264
35 H 0.2170
36 H 0.1975
37 H 0.1937
38 H 0.2187
39 H 0.2285
40 H 0.2174

Entry 4:
Below is C36H49As3BCl3F4N4O2PSn as an isolated structure, with properties calculated with wB97M-V/def2-TZVPD.

Geometry as ORCA input:
```
! RIJCOSX wB97M-V def2-TZVPD def2/J DEFGRID3
* xyz 3 1
Sn -0.48687 0.04451 0.00932
C -0.16206 -5.43631 0.05731
As -0.80333 -3.60877 0.12223
C -1.25344 -3.37586 1.99491
C -2.50719 -3.76251 -0.78172
C -3.58702 -4.50189 -0.31554
C -4.78027 -4.47056 -1.02789
C -4.89405 -3.71108 -2.18787
C -3.81070 -2.98821 -2.66870
C -2.60600 -3.05763 -1.97542
As -0.96271 -2.26774 -2.58458
C -1.38970 -1.25449 -4.17543
C 0.10635 -3.68790 -3.35413
H -0.97294 -6.08250 0.39460
H 0.69325 -5.54569 0.72225
H 0.13119 -5.71386 -0.95057
H -1.55863 -4.33541 2.41123
H -2.06437 -2.65450 2.08739
H -0.38211 -3.00307 2.53244
H -3.52257 -5.07797 0.59950
H -5.63604 -5.02087 -0.66059
H -5.83114 -3.69087 -2.72764
H -3.90665 -2.41557 -3.58188
H -2.10790 -0.46459 -3.97131
H -1.79412 -1.96489 -4.89819
H -0.47127 -0.81857 -4.56618
H -0.56449 -4.33716 -3.91738
H 0.63410 -4.24769 -2.59049
H 0.83619 -3.23868 -4.02644
O 1.04776 -0.80589 0.96040
As 2.69489 -0.71582 1.46351
C 3.34776 1.05982 1.33485
C 4.52940 1.42839 0.70355
C 4.90709 2.76319 0.70179
C 4.12379 3.71225 1.33895
C 2.95740 3.33506 1.99353
C 2.56703 2.00683 1.99801
C 2.67802 -1.13034 3.31843
C 3.89320 -1.35700 3.95717
C 3.90813 -1.60662 5.31962
C 2.71818 -1.62187 6.03667
C 1.50914 -1.39282 5.39505
C 1.48298 -1.14324 4.02910
C 3.58247 -2.12336 0.55677
C 4.56356 -1.95990 -0.41428
C 5.16442 -3.08230 -0.96729
C 4.78525 -4.35160 -0.55781
C 3.78635 -4.51315 0.39580
C 3.18309 -3.40067 0.95686
H 5.16919 0.70081 0.23036
H 5.81742 3.06019 0.19969
H 4.43530 4.74810 1.34601
H 2.36917 4.07503 2.52130
H 1.67705 1.70159 2.54241
H 4.82586 -1.33780 3.40378
H 4.84795 -1.78542 5.82344
H 2.73744 -1.80598 7.10222
H 0.58717 -1.40988 5.96059
H 0.54590 -0.96117 3.51836
H 4.84302 -0.98147 -0.77271
H 5.93671 -2.96149 -1.71439
H 5.27033 -5.22073 -0.98097
H 3.50583 -5.50669 0.71985
H 2.42283 -3.52011 1.72276
Cl -2.48060 -1.12608 5.40162
C -2.77753 0.50511 4.79225
Cl -4.47775 0.71801 4.38520
Cl -2.22960 1.71888 5.92859
C -1.99503 0.65147 3.54279
N -1.39425 0.75518 2.57181
F 1.32015 0.96674 -3.39724
B 1.71244 1.04425 -2.08831
F 2.69469 1.92913 -1.82360
F 1.91588 -0.23639 -1.55640
F 0.46847 1.52083 -1.32138
C -2.07442 4.84421 -3.69377
N -1.94576 3.54611 -3.01554
C -1.73099 2.40530 -3.91174
P -2.00833 3.39974 -1.41900
O -2.23702 2.03675 -0.87501
N -3.56929 4.26879 -1.07757
C -4.75548 3.82442 -1.76736
C -3.76670 4.97879 0.15939
N -0.89950 4.27113 -0.63537
C -0.48842 3.86801 0.71717
C 0.07911 5.12855 -1.33705
H -1.19291 5.03700 -4.30460
H -2.18003 5.65650 -2.97528
H -2.95151 4.84197 -4.34319
H -0.80621 2.53830 -4.46791
H -2.56833 2.33120 -4.60826
H -1.65614 1.49133 -3.33149
H -4.49742 3.40567 -2.73580
H -5.44869 4.65961 -1.88209
H -5.23785 3.05930 -1.14759
H -2.83282 5.41812 0.49834
H -4.13762 4.26303 0.90464
H -4.52847 5.74784 0.02273
H 0.45312 3.31760 0.66229
H -1.24791 3.24489 1.18517
H -0.33814 4.75180 1.33766
H 0.29450 4.74751 -2.33148
H 1.00944 5.10201 -0.77350
H -0.25968 6.16176 -1.40172
*
```

Properties
* LUMO energy (spin up / spin down): -10.24 / -9.96 eV
* E_HOMO (spin up / spin down): -15.65 / -15.75 eV
* frontier orbital gap (spin up / spin down): 5.415 / 5.785 eV

Results of the Löwdin charge analysis, in e, for atoms 1 through 99:
1 Sn 1.3409
2 C -0.2473
3 As 1.1579
4 C -0.2571
5 C -0.4365
6 C -0.0725
7 C -0.0345
8 C -0.0395
9 C -0.0755
10 C -0.4424
11 As 1.1710
12 C -0.2455
13 C -0.2368
14 H 0.0478
15 H 0.0275
16 H 0.0282
17 H 0.0500
18 H 0.0312
19 H 0.0103
20 H 0.1147
21 H 0.1241
22 H 0.1230
23 H 0.1055
24 H 0.0187
25 H 0.0584
26 H 0.0439
27 H 0.0599
28 H 0.0082
29 H 0.0497
30 O -0.7071
31 As 1.3102
32 C -0.2980
33 C -0.0653
34 C -0.0370
35 C -0.0382
36 C -0.0699
37 C -0.1102
38 C -0.3190
39 C -0.0725
40 C -0.0424
41 C -0.0408
42 C -0.0611
43 C -0.1050
44 C -0.3010
45 C -0.0703
46 C -0.0423
47 C -0.0412
48 C -0.0617
49 C -0.1068
50 H 0.0961
51 H 0.1248
52 H 0.1208
53 H 0.1138
54 H 0.1018
55 H 0.1191
56 H 0.1219
57 H 0.1212
58 H 0.0902
59 H 0.0615
60 H 0.0951
61 H 0.1219
62 H 0.1215
63 H 0.1137
64 H 0.1012
65 Cl 0.6587
66 C -1.6360
67 Cl 0.6647
68 Cl 0.6849
69 C -0.3539
70 N 0.1435
71 F 0.1730
72 B -1.2595
73 F 0.2157
74 F 0.0792
75 F -0.1392
76 C -0.0661
77 N -0.3058
78 C -0.0556
79 P 0.5513
80 O -0.3621
81 N -0.1032
82 C -0.0223
83 C -0.0186
84 N -0.2875
85 C -0.0871
86 C -0.0408
87 H 0.1041
88 H 0.0846
89 H 0.0995
90 H 0.1035
91 H 0.1024
92 H 0.0471
93 H 0.0940
94 H 0.1227
95 H 0.1306
96 H 0.0916
97 H 0.1317
98 H 0.1212
99 H 0.0648

Entry 5:
Below is C12H30KO8P2 as an isolated structure in a non-equilibrium geometry, with properties calculated with wB97M-V/def2-TZVPD.

Geometry as ORCA input:
```
! RIJCOSX wB97M-V def2-TZVPD def2/J DEFGRID3
* xyz 1 1
K -0.66808 4.67642 -4.96883
C 7.27745 0.33449 1.44956
C 6.16297 1.08276 2.20396
O 5.37674 1.58634 1.10336
P 4.70203 3.06904 1.00986
O 3.75199 3.27565 -0.11722
O 5.93293 4.10548 1.13074
C 5.46178 5.45962 1.07694
C 6.25844 5.93692 -0.10187
O 3.98326 3.12690 2.46618
C 2.67498 2.77432 2.76201
C 2.58335 1.58022 3.68711
H 8.16361 0.95024 1.29574
H 7.59147 -0.53132 2.03254
H 6.85466 0.00076 0.50194
H 5.57744 0.29019 2.66990
H 6.43034 1.78872 2.99024
H 4.41915 5.56786 0.77811
H 5.64138 6.16363 1.88949
H 6.27534 5.22212 -0.92458
H 5.85767 6.84247 -0.55737
H 7.31536 6.06386 0.13246
H 2.27980 3.73963 3.07841
H 2.07607 2.65030 1.85978
H 3.07725 1.86350 4.61657
H 1.54542 1.46307 3.99867
H 3.02820 0.66077 3.30656
C -7.79550 -2.51874 -2.60879
C -6.61700 -2.88369 -3.48760
O -5.46701 -3.29157 -2.76224
P -4.42282 -2.25140 -2.08138
O -3.98512 -1.05800 -2.94865
O -5.17835 -1.79266 -0.65545
C -5.48883 -2.66357 0.36423
C -6.97610 -3.16642 0.50848
O -3.33181 -3.24872 -1.46679
C -2.25998 -3.79350 -2.26578
C -1.10181 -4.11441 -1.28269
H -8.58328 -1.98330 -3.13875
H -8.41186 -3.35760 -2.28550
H -7.61902 -1.91859 -1.71618
H -6.82539 -3.74073 -4.12804
H -6.32011 -2.08366 -4.16576
H -4.82742 -3.51543 0.52222
H -5.28057 -2.10673 1.27783
H -7.79149 -2.44743 0.42924
H -7.16556 -3.85320 -0.31647
H -7.11000 -3.69106 1.45448
H -2.71223 -4.64483 -2.77453
H -1.89136 -3.03035 -2.95123
H -1.37557 -4.88844 -0.56573
H -0.14616 -4.45497 -1.68124
H -0.94665 -3.24492 -0.64393
*
```

Properties
* LUMO energy: -4.33 eV
* E_HOMO: -11.96 eV
* frontier orbital gap: 7.632 eV

In the natural (NBO) picture, each atom carries the following charge in e:
1 K 0.9997
2 C -0.6233
3 C -0.0615
4 O -0.8238
5 P 2.5644
6 O -1.0997
7 O -0.7855
8 C -0.0993
9 C -0.6191
10 O -0.8340
11 C -0.0621
12 C -0.6361
13 H 0.2124
14 H 0.2091
15 H 0.2283
16 H 0.1756
17 H 0.2017
18 H 0.1961
19 H 0.2013
20 H 0.2179
21 H 0.2041
22 H 0.2138
23 H 0.1830
24 H 0.1820
25 H 0.2147
26 H 0.2215
27 H 0.2187
28 C -0.6641
29 C -0.0670
30 O -0.8135
31 P 2.5292
32 O -1.0744
33 O -0.7921
34 C -0.0664
35 C -0.6397
36 O -0.8191
37 C -0.0627
38 C -0.6371
39 H 0.2261
40 H 0.2165
41 H 0.2313
42 H 0.1956
43 H 0.1912
44 H 0.1885
45 H 0.1752
46 H 0.2098
47 H 0.2066
48 H 0.2212
49 H 0.1940
50 H 0.1913
51 H 0.2159
52 H 0.2253
53 H 0.2187

We obtain calculated total energy values of -2011.95092 -340.68394 -1882.56954 -10837.87060 -2359.73150 hartree for the records listed above, in that order.
We obtain ΔE to the lowest compared entry with this formula, charge and spin values of 282.4 291.3 20.6 250.3 363.3 kJ/mol for the records listed above, in that order.